[1]
# C5H8N4

C5H8N4 as an isolated structure at a distorted geometry (wB97M-V/def2-TZVPD, OMol25).

Structure (XYZ):
```
17
Properties=species:S:1:pos:R:3
C 1.043 -0.053 1.361
C 0.792 -0.323 -0.158
C -0.074 -1.482 -0.715
C -1.033 -0.284 -1.071
C -0.305 1.819 -1.417
H -0.648 -1.122 2.535
H -1.011 0.662 2.238
H 1.322 1.014 1.518
H 1.711 -0.877 1.769
H 1.764 -0.260 -0.444
H -0.328 -2.157 0.428
H 0.128 -2.082 -1.637
H 0.281 2.656 -1.451
N -0.238 -0.107 2.128
N -1.803 0.316 -2.161
N -1.425 1.619 -2.223
N -0.174 0.660 -0.698
```

M = 124.1 g mol⁻¹
E_HOMO = -8.9 eV
Relative energy (zero: lowest compared OMol25 entry of this formula, charge and spin) = 110.6 kcal/mol
LUMO = 0.63 eV

Here are the natural (NBO) charges for atoms 1 to 8, given in e: number 1, C, carries -0.209; number 2, C, carries -0.053; number 3, C, carries -0.422; number 4, C, carries 0.281; number 5, C, carries 0.082; number 6, H, carries 0.385; number 7, H, carries 0.411; number 8, H, carries 0.221

---

[2]
# C5H8N4O2

A single C5H8N4O2 molecule at a distorted geometry (wB97M-V/def2-TZVPD, OMol25).

Structure (XYZ):
```
19
Properties=species:S:1:pos:R:3
C 1.281 0.222 -1.008
C -0.857 -0.247 -0.513
C 0.043 0.279 0.869
C -2.128 -0.850 -0.436
C 2.391 1.068 0.995
N 1.218 0.476 0.376
N 0.109 -0.223 -1.479
N -0.309 0.305 2.139
N -2.656 -1.287 -1.582
O -0.137 -0.665 -2.704
O -2.676 -0.865 0.679
H 2.068 0.375 -1.773
H 2.863 1.853 0.198
H 2.099 1.649 1.953
H 3.064 0.186 1.203
H -1.366 -0.027 2.250
H 0.360 0.942 2.705
H -2.036 -1.224 -2.357
H -3.332 -1.965 -1.511
```

M = 156.1 g mol⁻¹
E_HOMO (spin up / spin down) = -4.7 / -7.7 eV
Spin multiplicity = 3
Relative energy (zero: lowest compared OMol25 entry of this formula, charge and spin) = 12.0 kcal/mol
LUMO (spin up / spin down) = 0.06 / -1.55 eV

Here are the natural (NBO) charges for atoms 1 to 8, given in e: number 1, C, carries 0.152; number 2, C, carries -0.023; number 3, C, carries 0.525; number 4, C, carries 0.540; number 5, C, carries -0.429; number 6, N, carries -0.405; number 7, N, carries -0.095; number 8, N, carries -0.794